[1]
{
  "formula": "CH6NO",
  "method": "the ωB97M-V functional and the def2-TZVPD basis",
  "species": ["O", "H", "C", "N", "H", "H", "H", "H", "H"],
  "xyz": [[2.7695, -0.5300, -0.2482], [3.2073, 0.2360, -0.7582], [-1.2984, 0.3002, 0.4186], [-0.2436, -0.5490, -0.1384], [-1.4935, 0.1332, 1.4920], [-1.2008, 1.4125, 0.3546], [-2.2216, 0.1445, -0.2298], [0.7044, -0.5149, 0.2597], [-0.2233, -0.6325, -1.1503]],
  "forces_ev_per_a": [[0.8, 1.7, -1.0], [-1.0, -1.7, 1.2], [-0.4, 0.3, -1.5], [-0.7, -0.1, 0.8], [-0.1, -0.5, -0.5], [0.6, -0.3, -0.1], [0.7, -0.2, 1.2], [0.0, 0.4, -0.6], [0.1, 0.4, 0.5]],
  "total_charge": -1,
  "fmax_ev_per_a": 2.318,
  "spin_multiplicity": 1,
  "de_lowest_kcal_mol": 10.5,
  "e_tot_ha": -171.6529
}

=====

[2]
{
  "formula": "C4H11NO2",
  "method": "the ωB97M-V functional and the def2-TZVPD basis",
  "species": ["N", "C", "C", "O", "C", "C", "O", "H", "H", "H", "H", "H", "H", "H", "H", "H", "H", "H"],
  "xyz": [[1.0671, -0.4498, -1.1011], [0.4626, 0.3596, -0.0546], [0.3168, 1.8244, -0.4425], [1.5694, 2.4158, -0.7705], [-0.8696, -0.2581, 0.3441], [-0.6956, -1.6090, 0.9743], [-1.9086, -2.3598, 1.0477], [0.6593, -0.1965, -1.9995], [2.0496, -0.2530, -1.2373], [1.1080, 0.3772, 0.8040], [-0.2910, 1.9463, -1.3302], [-0.1680, 2.3982, 0.3604], [2.1210, 2.4204, 0.0240], [-1.4563, 0.3864, 1.0066], [-1.4737, -0.3213, -0.5680], [-0.0043, -2.1810, 0.3757], [-0.3260, -1.5069, 1.9975], [-2.6479, -1.8060, 0.7905]],
  "forces_ev_per_a": [[0.1, -0.1, -0.5], [-0.3, 0.5, -0.3], [0.1, 0.4, 0.3], [0.1, -0.1, 0.2], [-0.4, 0.5, -0.3], [-0.5, -0.3, 0.2], [-0.1, -0.1, 0.0], [-0.2, -0.2, 0.1], [0.1, 0.1, 0.3], [0.6, -0.3, 0.6], [-0.2, -0.1, -0.3], [0.0, -0.2, 0.0], [-0.1, 0.0, -0.2], [0.2, 0.2, 0.1], [0.0, -0.3, -0.1], [0.4, -0.2, 0.0], [0.2, 0.1, 0.0], [0.0, 0.1, 0.0]],
  "smiles": "N[C@@H](CO)CCO",
  "total_charge": 0,
  "fmax_ev_per_a": 0.888,
  "spin_multiplicity": 1,
  "de_lowest_kcal_mol": 30.1,
  "e_tot_ha": -364.2202
}

=====

[3]
{
  "formula": "C18H22F2N4O2",
  "method": "the ωB97M-V functional and the def2-TZVPD basis",
  "species": ["H", "N", "C", "N", "C", "C", "C", "C", "C", "O", "C", "N", "C", "N", "C", "C", "O", "C", "C", "C", "C", "F", "C", "C", "C", "F", "C", "H", "H", "H", "H", "H", "H", "H", "H", "H", "H", "H", "H", "H", "H", "H", "H", "H", "H", "H", "H", "H"],
  "xyz": [[-0.0185, 5.5546, -4.1947], [1.0149, 5.3081, -4.1758], [1.4259, 4.8684, -3.0454], [2.8400, 4.7536, -3.0656], [0.6687, 4.2139, -2.0179], [-0.6280, 4.5697, -1.8070], [-1.3633, 4.0233, -0.8114], [-0.8346, 3.0862, 0.1023], [0.5193, 2.6981, -0.0614], [1.2362, 1.7628, 0.7477], [0.6260, 0.7328, 1.5565], [-0.4389, 0.0684, 1.0735], [-1.1785, -0.7668, 1.7887], [-2.1040, -1.3595, 1.0478], [-2.3907, -2.8007, 1.2654], [-1.5218, -3.8505, 0.3462], [-1.4424, -3.2415, -1.0180], [-0.1193, -2.7685, -1.3509], [0.4715, -3.5423, -2.4705], [0.8717, -5.0309, -2.2916], [-0.9432, -0.8722, 3.1607], [-1.6150, -1.6847, 3.9968], [0.1671, -0.2547, 3.7280], [0.5209, -0.4804, 5.2544], [0.8915, 0.6227, 2.9303], [1.8871, 1.3221, 3.4561], [1.2533, 3.3277, -1.0840], [3.4408, 5.2251, -3.7713], [3.1509, 4.3354, -2.2272], [-1.1849, 5.1435, -2.4846], [-2.4099, 4.1846, -0.8089], [-1.5485, 2.4352, 0.6811], [-1.8900, -1.1676, 0.0562], [-3.4358, -2.8938, 1.0503], [-2.2010, -3.2059, 2.2614], [-0.5248, -3.9477, 0.7891], [-1.9719, -4.9234, 0.3282], [-0.1264, -1.7271, -1.6892], [0.5183, -2.7193, -0.4724], [-0.0407, -3.3901, -3.3594], [1.4258, -3.0986, -2.6322], [1.1811, -5.1383, -1.3044], [-0.0425, -5.7125, -2.3620], [1.8184, -5.2929, -2.8468], [-0.2896, -0.0303, 5.8198], [1.3887, 0.0472, 5.6123], [0.7106, -1.5011, 5.4386], [2.2361, 3.1177, -1.1388]],
  "forces_ev_per_a": [[1.5, -0.9, 0.1], [-2.7, 1.6, 0.3], [3.4, 0.0, -4.2], [-1.5, 0.0, 0.6], [0.8, -0.5, 2.8], [-0.7, -0.2, -0.3], [0.3, -1.8, 1.7], [-0.1, -1.5, -0.5], [-0.8, 0.0, 0.3], [-0.8, -0.8, 0.5], [-2.6, 1.6, -0.5], [2.5, 1.5, -0.3], [1.7, 1.3, 0.8], [-1.4, -2.9, -1.1], [0.8, -1.5, -1.2], [-1.3, 1.4, -0.7], [0.5, -0.8, 1.9], [-0.7, 0.0, 0.1], [2.0, -1.5, 0.7], [-1.4, -0.1, -0.8], [1.4, -0.1, 0.5], [-0.7, -0.2, -0.3], [0.4, 0.2, 1.2], [-0.7, 1.7, -1.9], [0.3, -0.2, -1.1], [0.7, 0.4, 0.4], [-3.0, 0.5, 0.4], [-1.2, -0.7, 1.2], [1.5, 0.0, 0.3], [-0.3, 1.1, -1.0], [-0.8, 0.3, 0.3], [1.0, 1.1, -0.2], [-0.5, -0.3, 0.7], [-0.5, -0.5, -0.2], [-0.2, 0.9, 0.2], [0.0, 0.1, -0.3], [0.4, 2.1, -0.2], [-0.7, 0.1, 0.1], [0.1, -0.4, 0.3], [-1.3, 0.2, -1.6], [0.9, 0.9, -0.3], [0.6, -0.2, 2.1], [1.5, 0.6, -0.5], [-1.6, 0.0, -0.1], [-0.3, -0.6, 0.3], [0.5, 0.4, -0.6], [-0.4, -1.2, 0.3], [3.2, -1.0, -0.2]],
  "smiles": "[H]/N=C(/N)c1cccc(Oc2nc(NCCOCCC)c(F)c(C)c2F)c1",
  "total_charge": 0,
  "fmax_ev_per_a": 5.413,
  "spin_multiplicity": 1,
  "de_lowest_kcal_mol": 54.6,
  "e_tot_ha": -1268.2164
}

=====

[4]
{
  "formula": "C4H6I2S",
  "method": "the ωB97M-V functional and the def2-TZVPD basis",
  "species": ["C", "C", "C", "C", "S", "I", "I", "H", "H", "H", "H", "H", "H"],
  "xyz": [[-1.2025, 0.2205, -0.2343], [-1.5255, 1.4965, -0.6370], [0.2258, -1.6175, 0.5345], [0.0873, -0.3707, -0.1203], [1.5335, 0.4101, -0.7711], [-3.3133, 2.3455, 0.1219], [3.8534, 1.9631, 0.0364], [-1.9398, -0.3074, 0.3748], [-0.9783, 2.2312, -1.3466], [0.9292, -2.3230, 0.0714], [0.6402, -1.5617, 1.6017], [-0.8350, -2.0957, 0.7066], [2.5249, -0.3909, -0.3381]],
  "forces_ev_per_a": [[0.8, 1.2, 0.8], [0.1, 0.9, -1.0], [-0.9, -3.3, 3.3], [0.5, 2.2, -2.0], [-1.1, -0.1, -0.1], [0.6, -0.3, -0.5], [0.2, 0.3, 0.2], [0.0, 0.1, -0.4], [-0.7, -1.6, 1.6], [-0.5, 0.1, -0.2], [-0.5, 0.3, -1.2], [2.1, 0.6, -0.6], [-0.6, -0.4, 0.0]],
  "total_charge": 0,
  "fmax_ev_per_a": 4.738,
  "spin_multiplicity": 1,
  "de_lowest_kcal_mol": 27.0,
  "e_tot_ha": -1149.4832
}

=====

[5]
{
  "formula": "CHF2NO3",
  "method": "the ωB97M-V functional and the def2-TZVPD basis",
  "species": ["C", "N", "O", "O", "O", "F", "F", "H"],
  "xyz": [[0.9753, -0.6316, -0.1258], [2.8313, 0.2367, 0.0031], [3.1810, 0.3112, 1.1600], [3.2457, 0.5023, -1.0529], [0.0939, 0.2096, 0.3624], [0.9457, -0.8063, -1.4416], [1.0577, -1.8376, 0.4252], [-0.6446, -0.2655, 0.6198]],
  "forces_ev_per_a": [[0.7, -0.8, -1.2], [-1.5, -1.0, 2.5], [-0.4, -0.3, 3.0], [1.0, 0.9, -5.4], [2.9, 1.3, -0.9], [0.1, 0.5, 0.6], [0.0, 0.9, 0.3], [-2.8, -1.5, 1.2]],
  "total_charge": 0,
  "fmax_ev_per_a": 5.602,
  "spin_multiplicity": 3,
  "de_lowest_kcal_mol": 20.4,
  "e_tot_ha": -518.6435
}

=====

[6]
{
  "formula": "H26O13",
  "method": "the ωB97M-V functional and the def2-TZVPD basis",
  "species": ["H", "H", "H", "H", "H", "H", "H", "H", "H", "H", "H", "H", "H", "H", "H", "H", "H", "H", "H", "H", "H", "H", "H", "H", "H", "H", "O", "O", "O", "O", "O", "O", "O", "O", "O", "O", "O", "O", "O"],
  "xyz": [[0.7661, -0.7907, -0.1516], [-0.7982, -1.2139, -0.1559], [0.3380, 4.4753, -2.0546], [0.0254, 3.0334, -1.8510], [3.3837, 0.8089, -1.4785], [3.9399, 0.9077, -2.8238], [2.0687, 0.3640, 5.0023], [2.6607, 0.2267, 3.7421], [-0.5099, -2.4610, -1.8635], [-0.1106, -3.6811, -2.6831], [-2.4403, -0.7460, 0.0360], [-2.5652, -1.6771, 1.2326], [-4.8175, 2.0717, 0.4099], [-3.5318, 1.2961, 0.3677], [3.3985, -0.2917, 0.5947], [3.5139, 1.3030, 0.5412], [1.9117, 2.9247, -0.0312], [2.6626, 4.1985, -0.3493], [-1.3538, 0.2559, -1.0591], [-2.2537, 0.8738, -2.0980], [-1.8310, 0.1220, 2.8828], [-2.6621, 0.1887, 4.1942], [4.5780, -3.6401, -0.7989], [3.9306, -4.9709, -0.6172], [-4.2971, -1.2034, -1.1084], [-4.5358, -2.6914, -1.0130], [0.0304, -0.9870, 0.3992], [-0.0629, 3.8961, -1.4239], [3.0771, 0.5668, -2.3709], [2.3353, -0.3794, 4.3921], [-0.8464, -3.0989, -2.4392], [-2.9665, -0.9104, 0.8030], [-3.9836, 2.1020, 0.1089], [3.3574, 0.5795, 1.1320], [1.7618, 3.8825, -0.2194], [-1.3134, 0.7383, -1.9392], [-1.9440, -0.1925, 3.8253], [3.7095, -3.9726, -0.6506], [-4.6257, -1.9075, -0.4835]],
  "forces_ev_per_a": [[0.7, 0.2, -1.1], [2.8, 0.3, 1.2], [0.4, 0.7, -0.4], [-0.3, 0.0, 0.2], [-0.7, -0.3, -0.1], [-2.4, -1.1, 0.4], [-0.1, -1.7, -0.1], [0.7, 0.0, -1.6], [1.1, 1.4, 1.3], [-0.2, 0.4, 0.2], [0.2, 0.0, -0.6], [-0.2, 0.1, 0.1], [-4.6, -0.4, 1.8], [-0.2, -0.1, 0.4], [0.0, 2.3, 1.3], [0.3, 0.5, -0.5], [-0.5, 1.0, -0.1], [0.2, 0.2, 0.2], [0.6, 1.4, -1.5], [-0.1, 0.4, -0.3], [-0.5, -0.4, 1.8], [-3.7, 2.1, 1.5], [1.1, 0.8, -0.2], [-0.9, 2.3, 0.0], [-0.7, -1.0, 1.1], [-0.2, -0.8, -0.4], [-3.2, -0.8, -0.1], [-2.4, -0.8, -1.1], [3.2, 1.4, -0.4], [-0.6, 1.7, 1.6], [-0.8, -1.8, -1.5], [0.7, 0.9, 1.6], [4.8, 0.4, -2.1], [-0.2, -2.8, -0.6], [2.5, -1.2, 1.3], [-0.4, -1.3, 1.8], [4.1, -1.7, -3.3], [-0.1, -3.1, 0.2], [-0.3, 1.0, -1.7]],
  "total_charge": 0,
  "fmax_ev_per_a": 5.542,
  "spin_multiplicity": 1,
  "de_lowest_kcal_mol": 144.3,
  "e_tot_ha": -993.5432
}

=====

Number 4 is which compound?
C4H6I2S